No. 1
Computed, not measured: the molecule C4H8Cl2Si at a distorted geometry, with the ωB97M-V functional and the def2-TZVPD basis.

Values from the calculation:
maximum force: 4.83 eV/Å
total charge: 0
energy above the lowest of the compared OMol25 structures with the same formula, charge and spin: 21.4 kcal/mol
HOMO: -9.70 eV
gap between HOMO and LUMO: 10.4 eV
E_tot: -37201.996 eV

Atoms and positions in Å:
C (2.38302, 0.70747, 1.35760)
C (0.90940, 0.55413, 1.06720)
C (0.29763, -0.34380, 0.25134)
Si (-1.58267, -0.05349, -0.25849)
C (-1.67471, -0.89176, -2.05313)
Cl (-2.10676, 1.89095, -0.00412)
Cl (-2.62058, -1.20305, 0.96775)
H (2.88671, -0.14645, 0.93421)
H (2.66653, 0.56242, 2.33321)
H (2.79318, 1.62478, 1.05128)
H (0.36175, 1.33882, 1.32624)
H (0.72985, -1.15411, -0.20390)
H (-1.64322, -1.88471, -1.76132)
H (-2.57744, -0.43759, -2.46988)
H (-0.82271, -0.56361, -2.53799)

Forces on the atoms, in the same order (eV/Å):
C -1.18 -2.19 -1.41
C 2.11 -3.27 -2.56
C -2.31 3.60 1.68
Si 3.44 -1.14 -1.63
C -1.77 3.50 2.82
Cl -0.17 0.27 -0.16
Cl -1.34 -0.89 1.11
H 0.47 -0.05 -0.90
H 0.07 0.11 2.90
H 0.39 1.19 -0.73
H -2.48 3.29 1.47
H 1.45 -1.92 -0.88
H -0.37 -2.09 -0.08
H 0.00 -0.88 -0.40
H 1.69 0.48 -1.25

No. 2
Computed, not measured: the molecule C5H6O at a distorted geometry, with the ωB97M-V functional and the def2-TZVPD basis.

Values from the calculation:
maximum force: 2.89 eV/Å
total charge: 0
energy above the lowest of the compared OMol25 structures with the same formula, charge and spin: 17.9 kcal/mol
HOMO: -8.74 eV
gap between HOMO and LUMO: 9.8 eV
E_tot: -7328.508 eV

Atoms and positions in Å:
C (1.56569, -0.82062, 0.21263)
C (0.29090, -0.03727, 0.02374)
C (-0.94673, -0.47005, -0.61571)
C (-1.85299, 0.50780, -0.39688)
O (-1.29118, 1.51783, 0.30866)
C (-0.02283, 1.15467, 0.52712)
H (2.50437, -0.10514, 0.14221)
H (1.58620, -1.38952, 1.27559)
H (1.63809, -1.58532, -0.65941)
H (-1.15015, -1.34982, -1.17483)
H (-2.88489, 0.66400, -0.66146)
H (0.56353, 1.91346, 1.01834)

Forces on the atoms, in the same order (eV/Å):
C 1.41 -0.61 0.16
C -0.37 -1.30 -0.29
C 0.19 0.51 0.42
C -0.02 0.01 -0.08
O -0.63 0.12 -0.28
C 0.92 1.39 0.80
H -1.86 -1.56 0.26
H 0.00 1.26 -2.60
H 0.12 1.14 1.71
H 0.08 -0.61 -0.21
H 0.04 -0.17 -0.07
H 0.12 -0.16 0.18

No. 3
Computed, not measured: the ion C28H52ClN4O3 with charge +1 at a distorted geometry, with the ωB97M-V functional and the def2-TZVPD basis.

Values from the calculation:
maximum force: 3.09 eV/Å
total charge: +1
HOMO: -10.60 eV
gap between HOMO and LUMO: 7.8 eV
E_tot: -54494.046 eV

Atoms and positions in Å:
C (5.27380, -2.70798, 1.14537)
C (4.73766, -3.08864, -0.29973)
C (3.16598, -3.00886, -0.43179)
C (2.77367, -1.57043, -1.00246)
N (1.74789, -1.62269, -2.07090)
C (0.50731, -0.93302, -1.72561)
C (-0.07846, -0.06220, -2.92831)
C (0.85463, 1.12096, -3.40606)
C (2.03973, 1.48189, -2.43746)
C (2.78663, 2.81895, -2.81027)
N (3.92851, 3.03902, -1.88466)
C (3.51255, 3.84721, -0.71871)
C (3.72776, 3.13787, 0.65811)
C (4.36017, 1.84605, 0.83695)
C (4.48386, 1.25328, 2.17543)
C (3.95654, 1.94973, 3.35312)
C (3.34552, 3.25190, 3.13996)
C (3.22130, 3.86978, 1.84255)
O (2.62755, 5.13219, 1.65770)
N (-1.45958, 0.41648, -2.52668)
C (-2.36506, -0.70625, -2.10110)
C (-3.86293, -0.22810, -1.94352)
C (-4.02109, 1.26468, -1.41828)
C (-3.91410, 1.40896, 0.15323)
C (-5.18028, 0.87477, 0.92630)
C (-5.12077, 1.44826, 2.41085)
O (-3.84748, 1.12818, 2.98441)
C (-3.96011, 0.22436, 4.09099)
C (-4.57763, -1.16214, 3.65470)
C (-1.74168, -1.41152, -0.82687)
C (-2.64703, -2.52603, -0.20102)
C (-1.90208, -3.49067, 0.79267)
C (-2.13025, -3.18565, 2.31382)
Cl (-2.58331, -5.18079, 0.47957)
N (-0.43471, -1.97201, -1.23112)
O (-0.55538, -3.04236, -2.08936)
H (6.19715, -3.30848, 1.34874)
H (5.59020, -1.62953, 1.15984)
H (4.54143, -2.93764, 1.96172)
H (5.02728, -4.16367, -0.46903)
H (5.27167, -2.41712, -1.02374)
H (2.73193, -3.07733, 0.60752)
H (2.70371, -3.83278, -1.02481)
H (2.49075, -0.94850, -0.11390)
H (3.67853, -1.06279, -1.44959)
H (2.10501, -1.31329, -2.97199)
H (0.62567, -0.20823, -0.86333)
H (-0.25245, -0.75652, -3.79935)
H (0.23816, 2.03636, -3.62571)
H (1.29676, 0.81272, -4.39490)
H (1.74164, 1.54235, -1.35861)
H (2.81014, 0.67222, -2.55828)
H (2.10753, 3.71065, -2.89352)
H (3.24070, 2.67336, -3.82999)
H (4.65154, 3.53290, -2.41550)
H (2.39623, 4.01588, -0.79666)
H (3.95304, 4.88786, -0.71962)
H (4.76300, 1.29170, -0.03645)
H (4.95816, 0.26576, 2.36629)
H (4.01452, 1.50932, 4.37163)
H (2.96291, 3.80915, 4.03160)
H (3.31238, 5.64577, 1.19117)
H (-1.35819, 1.11232, -1.77482)
H (-1.92815, 0.86598, -3.32974)
H (-2.36499, -1.43929, -2.95822)
H (-4.48402, -0.86881, -1.27492)
H (-4.37252, -0.24682, -2.95110)
H (-3.34775, 1.99563, -1.93654)
H (-5.07325, 1.57821, -1.67870)
H (-3.83699, 2.50717, 0.39628)
H (-3.01283, 0.85032, 0.52392)
H (-6.15181, 1.23638, 0.49898)
H (-5.17774, -0.24312, 0.95508)
H (-5.99699, 1.04993, 2.98176)
H (-5.21881, 2.56652, 2.38658)
H (-4.52911, 0.63709, 4.96401)
H (-2.91022, 0.02221, 4.44145)
H (-4.15925, -2.02651, 4.24038)
H (-5.69546, -1.16660, 3.64733)
H (-4.22990, -1.34070, 2.59677)
H (-1.51245, -0.58395, -0.09134)
H (-3.44591, -1.99908, 0.39863)
H (-3.13295, -3.13917, -0.99943)
H (-0.80577, -3.58740, 0.62592)
H (-1.29798, -3.67701, 2.88905)
H (-3.08413, -3.62187, 2.69105)
H (-2.02656, -2.08408, 2.52084)
H (-0.67305, -2.76268, -3.01850)

Forces on the atoms, in the same order (eV/Å):
C 0.40 -0.03 -0.53
C -0.11 -0.91 0.92
C 0.36 1.27 0.35
C 0.93 -0.67 0.09
N -0.81 1.44 0.50
C -0.16 -0.06 -0.01
C 1.01 -1.06 -0.55
C 0.10 0.12 -0.03
C 0.44 0.27 -0.28
C 0.45 -0.74 -0.86
N -0.72 0.83 -0.42
C -0.63 -0.31 0.77
C 0.01 0.03 1.53
C -0.55 0.64 1.79
C -1.10 1.71 0.54
C -0.04 0.82 -2.98
C 0.10 -0.14 -0.30
C 1.21 -2.53 -0.32
O 1.12 -1.06 0.20
N 0.07 -0.15 -0.24
C -1.68 -1.58 0.78
C -0.15 1.56 -0.53
C -0.94 -0.36 0.63
C -0.45 0.08 -0.49
C 0.45 0.60 0.77
C -0.23 -0.12 -1.09
O -1.01 -0.30 0.75
C 0.44 -1.36 0.37
C 0.48 0.15 -0.65
C 0.27 0.29 -0.76
C -0.16 0.49 0.43
C -0.25 -0.29 0.48
C 0.95 -0.16 -0.08
Cl 0.43 0.68 0.15
N 0.25 1.66 0.69
O -0.35 -0.67 -0.58
H -0.74 0.57 -0.09
H -0.50 -0.94 0.25
H 0.57 0.33 -0.76
H -0.10 1.13 -0.09
H -0.62 -0.87 0.36
H 0.36 -0.10 -1.04
H 0.54 0.78 0.18
H -0.16 -0.24 -0.98
H -0.71 -0.67 0.58
H 0.02 -0.10 0.43
H -0.04 -0.78 -0.69
H 0.02 0.72 0.75
H 0.39 -0.76 0.22
H -0.45 0.36 0.93
H 0.15 -0.14 -0.88
H -0.71 0.88 0.49
H 0.34 -0.75 0.24
H -0.53 0.13 0.79
H -0.29 -0.29 0.45
H 1.05 -0.02 0.16
H -0.16 -1.10 -0.04
H -0.39 0.60 0.65
H -0.35 0.87 -0.56
H 0.00 0.44 -0.98
H 0.34 -0.48 -0.98
H -0.57 0.04 0.22
H -0.22 -0.13 -0.19
H 0.43 0.13 0.41
H 0.21 0.67 0.87
H 0.87 0.19 -0.54
H 0.65 -0.18 0.90
H -0.48 -0.59 0.35
H 1.11 -0.21 0.06
H 0.25 -1.11 -0.19
H -0.72 0.78 -0.10
H 0.89 -0.32 0.02
H -0.15 0.87 -0.02
H 0.85 0.24 -0.21
H 0.10 -0.91 -0.08
H 0.38 -0.01 -0.83
H -0.96 0.42 -0.38
H -0.65 0.99 -0.27
H 0.94 -0.09 0.18
H -0.42 0.12 1.03
H -0.18 -0.97 -0.44
H 0.60 -0.62 -0.72
H 0.46 0.63 0.59
H -0.97 0.24 -0.31
H -0.84 0.36 -0.51
H 0.61 0.67 -0.42
H -0.35 -0.98 -0.24
H 0.03 0.07 0.38